The following is a DFT calculation (ωB97M-V/def2-TZVPD) of a 2-piece molecular cluster, H3O2PS overall at a distorted geometry.

Geometry as XYZ:
```
7
Properties=species:S:1:pos:R:3:forces:R:3
O 0.213 0.176 1.222 -0.4 0.5 -4.6
O -0.241 -1.175 3.246 0.0 -0.3 1.3
P 0.419 0.188 2.662 0.3 -0.4 3.6
S 0.470 0.429 -3.414 0.3 -0.3 -0.1
H -0.037 0.808 -2.246 -0.1 0.1 0.3
H -0.631 -1.789 2.618 0.1 0.2 -0.4
H -0.194 1.363 -4.088 -0.1 0.2 -0.1
```
Positions in Å, forces in eV/Å.

The energy above the lowest of the compared OMol25 structures with the same formula, charge and spin is 98.1 kJ/mol. As for the HOMO-LUMO gap (spin up / spin down): 7.84 / 5.80 eV. Its multiplicity is 3.

How positive or negative is each atom? The Mulliken charges in e answer that:
1 O -0.23
2 O -0.43
3 P 0.32
4 S -0.28
5 H 0.14
6 H 0.34
7 H 0.14